135
Properties=species:S:1:pos:R:3:forces:R:3:lowdin_charge:R:1 method="wB97M-V/def2-TZVPD" energy_ha=-2522.8611 homo_lumo_gap_ev=4.87 homo_ha=-0.2783 spin_multiplicity=1 lumo_energy_ev=-2.70 total_charge=+1
C 0.114758 0.972629 0.775030 -1.13 0.38 1.08 -0.34
H -0.869322 3.420409 -1.725760 -0.64 -0.41 0.78 0.11
H -2.576572 -0.796941 0.644300 0.03 -0.06 0.35 0.07
C -0.546812 1.348039 -7.670420 -0.14 0.51 0.40 -0.09
O 1.932828 -1.317981 3.328660 0.40 0.57 0.96 -0.08
H 6.405698 -0.145081 -0.927550 -0.04 -0.20 -0.18 0.11
H 3.645488 -0.595891 -4.215140 -0.28 -0.43 -0.10 0.06
H -6.986342 -2.039071 -0.424750 0.63 0.15 -0.12 0.10
H -4.959732 0.521209 5.703850 0.20 0.08 -0.03 0.09
C -2.797052 2.261929 6.758990 -1.55 -1.67 -0.43 -0.06
H -0.405542 2.151909 2.497230 -0.33 -0.27 -0.16 0.07
H 5.142198 -0.237031 3.468250 -0.53 0.76 -0.57 0.06
O -1.766012 -3.436441 -1.304110 0.89 -0.10 0.35 -0.06
H -3.502832 -1.360691 2.120230 -0.25 0.05 -0.33 0.09
H 5.040368 -0.675601 -2.001260 0.36 -0.18 -0.10 0.09
H -1.442352 4.149249 -3.065310 -0.40 -0.09 -0.76 0.12
C 6.581758 -2.501921 0.554620 -0.17 1.25 -1.01 -0.05
O -3.621322 -3.271511 -2.403320 -1.34 0.48 -0.72 -0.10
H -3.315702 0.647849 8.172670 -0.02 0.37 0.10 0.12
H 6.630428 -3.590031 0.596490 0.17 0.08 0.55 0.14
H -1.042022 -2.938861 -4.094750 -0.29 0.39 0.39 0.06
N -4.240802 -1.988091 0.139520 -0.34 1.14 3.96 0.11
H -0.548542 1.341859 -2.543930 -0.12 -0.35 -0.34 0.10
H 1.341608 6.389589 0.946390 -0.17 0.03 -0.09 0.07
H -0.563492 -1.670851 0.896910 0.35 0.14 -0.14 0.07
C -2.420692 -0.232721 6.470590 0.73 1.09 -1.77 -0.15
H -0.264142 2.319939 -4.000790 0.11 -0.21 0.09 0.14
H 7.299018 -3.533271 -1.988940 -0.15 -0.06 0.41 0.13
H 8.680998 -2.348821 1.146290 -0.07 -0.04 -0.12 0.11
H 8.061288 -0.768331 0.751180 -0.76 -0.13 0.57 0.11
C -1.606942 -3.765511 -3.663920 -0.50 -1.05 -0.40 -0.01
C 0.603098 5.594519 1.049240 -0.81 -0.22 0.52 -0.04
N -3.157882 1.792309 5.331320 -0.80 -1.33 -2.06 -0.22
H 0.746348 4.857239 0.259310 0.57 -0.28 0.27 0.05
C -2.852242 2.818719 4.276920 0.65 0.94 -0.71 -0.12
H -3.329612 3.753899 4.569600 -0.27 -0.06 0.01 0.14
H -2.389352 -0.129851 4.286090 -0.41 0.70 -0.27 0.11
H -3.081962 1.333889 -6.054260 -0.21 -0.44 0.58 0.13
C -3.124242 2.525979 2.745140 0.40 0.30 -0.15 -0.20
C -5.313602 -2.867681 0.825400 0.98 -2.37 0.53 -0.34
O 1.697228 4.174929 2.651940 -0.45 0.37 -1.53 -0.14
C 8.413908 -1.889721 -0.989350 -0.25 -1.19 0.03 -0.14
H -1.446722 -0.678121 -3.614910 0.32 0.36 -0.25 0.07
H 3.114288 0.954869 -4.715400 0.13 0.56 0.87 0.07
O -5.053742 -3.556181 1.800550 -0.38 2.71 -2.60 0.16
H 4.039808 -3.541771 0.753500 -0.24 0.22 0.11 0.12
H -3.329162 -0.827841 6.377730 0.32 -0.29 0.35 0.11
H -0.605512 0.291749 2.585480 -0.02 0.07 0.50 0.08
H -3.140292 2.070899 -1.584750 0.17 0.15 0.68 0.09
H -0.126912 2.335329 -7.477950 0.02 0.08 0.07 0.07
H 3.286298 -5.484091 -0.387840 -0.17 -0.22 0.05 0.08
C 3.665138 -3.402601 -0.260580 0.39 1.11 -0.16 -0.24
H 5.886278 -2.041831 1.256560 0.13 -0.36 0.27 0.12
C 3.023588 -0.841301 2.919620 -0.65 -1.67 0.91 -0.76
C -0.013052 1.156859 2.287660 1.44 0.11 -1.06 0.03
H -4.169762 2.492269 2.438800 -0.34 -0.48 0.79 0.09
C -2.206612 0.528209 5.135590 -0.88 0.13 1.54 -0.06
C 4.236248 -0.707331 3.850570 -0.08 0.08 0.02 -0.02
H -2.637612 1.591979 2.464190 -0.11 -0.13 0.02 0.07
C -3.106812 -1.612301 1.136380 -0.49 -0.71 -1.55 0.02
N 5.965908 -2.269131 -0.831100 0.28 1.08 -0.97 -0.24
H -3.688132 2.713569 7.194990 0.10 0.26 -0.26 0.12
C -3.457212 2.212359 -3.598870 1.43 -0.02 -0.52 -0.08
H -4.732492 -1.153351 -0.146040 -0.25 0.55 0.12 0.15
H -3.095162 -0.651291 -4.189870 -0.29 0.41 0.21 0.11
O 0.005218 5.240149 3.439940 -2.92 1.55 0.60 -0.08
C -2.540802 0.903679 7.450050 0.25 0.65 1.75 -0.16
H 0.964128 1.152109 2.770570 0.00 -0.45 0.04 0.09
H -5.047842 1.399719 4.144630 0.46 0.19 0.18 0.09
C -2.631932 3.655859 1.794240 0.67 0.90 0.79 -0.08
C -4.725472 1.450529 5.184630 1.94 0.38 1.34 0.08
H 3.062988 -2.496731 -0.330810 0.21 0.25 0.46 0.10
C -2.387642 -3.512121 -2.385640 0.72 1.23 1.40 -0.75
H -3.526472 2.947769 -4.400420 -0.51 -0.18 -0.02 0.12
H -1.359362 1.489079 -8.383140 -0.12 -0.12 0.05 0.08
O 2.446188 0.868249 -2.024660 0.14 -0.79 -0.18 -0.06
C -6.526972 -2.946641 -0.033100 -1.25 -0.75 0.84 0.02
C -0.032962 -1.372081 -0.007170 0.21 0.50 -0.27 0.00
H 5.377408 -4.195581 -1.304270 -0.15 -0.15 -0.20 0.13
H -0.155862 0.604959 -5.680320 0.16 -0.30 -0.05 0.09
H 0.497358 -2.224091 -0.432550 0.21 0.27 0.23 0.09
C 2.756348 0.033259 -4.256470 -0.21 0.30 -1.05 -0.03
H -2.918472 3.605969 0.743770 -0.41 -0.75 0.14 0.06
H -1.500792 -0.790491 6.646030 -0.47 -0.51 0.08 0.13
H -1.185262 0.908209 5.111760 -0.14 0.25 -0.26 0.14
C 0.721868 4.992839 2.483090 3.35 -2.61 0.00 -0.81
O -0.585012 1.602909 0.032400 0.57 -0.52 -0.61 0.12
H 4.791908 -0.493321 -0.296620 0.02 -0.30 0.32 0.09
H 4.436978 -2.940011 -2.182320 0.40 0.01 -0.15 0.14
H -6.350472 -3.686141 -0.814180 0.44 0.29 -0.39 0.12
C 2.017348 0.106429 -2.938170 -0.48 1.27 0.89 -0.74
C 2.773638 -4.552641 -0.628030 -0.04 -0.91 0.01 -0.09
N -2.168232 1.362989 -4.003690 -1.64 -1.25 -0.40 -0.17
H 4.662688 -1.693591 4.033760 -0.72 -0.33 0.74 0.07
H -1.970962 2.969049 6.834170 0.05 -0.22 -0.74 0.15
H -3.640042 3.725819 -1.849190 -0.16 0.00 -0.74 0.12
H 1.646398 -0.428141 0.918900 1.50 -0.63 1.52 0.08
H 9.269308 -2.564691 -0.960860 -0.11 -0.14 -0.88 0.11
H -4.243512 1.457609 -3.585480 -0.26 0.55 0.02 0.12
H -0.860352 -4.543981 -3.506820 -0.08 -0.05 0.18 0.07
H 0.232358 0.775639 -8.173760 -0.10 -0.17 0.18 0.08
C 5.534658 -0.791201 -1.036680 -0.35 -0.67 0.64 0.06
H -0.411212 5.943409 0.855490 -0.06 0.63 0.25 0.04
H 8.762818 -0.946411 -1.409510 -0.26 -0.01 0.16 0.11
H 3.883328 -0.159531 4.724330 0.41 -0.47 0.35 0.07
C -1.003812 2.032859 -3.253400 0.24 -0.86 -1.19 -0.11
C -2.388592 -0.134591 -3.540350 1.19 0.85 -0.66 0.04
O 0.936758 -0.539091 -2.851090 0.01 -0.29 -0.13 -0.09
H 1.358378 0.033499 -0.582800 0.54 0.78 -1.50 0.10
C -1.555822 3.199289 -2.543020 -0.61 1.80 0.66 -0.16
H -3.919362 -2.336811 -0.752210 1.10 -2.01 -1.81 0.09
H 1.855048 -4.492111 -0.044390 0.04 -0.14 0.00 0.08
H 2.486488 -4.627461 -1.676860 0.06 0.36 -0.10 0.08
H -1.304082 -0.331811 -6.671230 -0.30 -0.10 0.66 0.11
C 7.992808 -1.822981 0.484480 -0.71 0.12 0.03 -0.14
C -3.073242 2.903249 -2.285330 1.57 -1.59 0.24 -0.12
C 4.837208 -3.252801 -1.217920 0.59 0.04 0.37 -0.11
H 7.015818 -1.975851 -2.702290 -0.24 0.07 0.15 0.13
C 7.177018 -2.477261 -1.747990 0.62 0.41 -0.07 -0.10
H -3.033492 4.605169 2.148730 -0.09 0.10 0.10 0.09
H 2.009038 -0.255671 -4.995490 0.33 -0.94 -0.07 0.05
H -1.557652 3.837799 1.763720 0.06 -0.30 0.37 0.05
N 0.894808 -0.203901 0.282550 -1.95 -0.01 -0.08 0.13
C -2.098442 1.472999 -5.605450 0.67 0.27 0.68 -0.09
H -2.608592 -0.205171 -2.475120 -0.46 0.49 -0.14 0.09
H -1.926932 2.544549 -5.707750 0.36 0.04 -0.14 0.12
H -7.306312 -3.427371 0.558200 0.00 0.06 0.21 0.10
H -1.625902 1.061919 8.021030 0.02 -0.43 0.09 0.12
H -0.688162 -1.026721 -0.806880 -0.09 -0.14 0.22 0.07
H -5.155022 2.283589 5.741050 -0.41 -0.12 -0.41 0.10
H -1.794342 2.999409 4.467500 0.24 0.27 -0.64 0.13
H -2.477852 -2.500721 1.193030 -0.05 0.17 -0.04 0.09
C -1.006732 0.669149 -6.358550 0.11 0.46 0.14 -0.21
H -2.328042 -4.133051 -4.394010 0.16 0.07 -0.27 0.07
O 3.195518 -0.614061 1.720990 0.83 1.01 -2.91 -0.08